(1)
A molecular structure, C13H14CoN2O6S. Source: the Open Molecules 2025 dataset; level of theory: ωB97M-V/def2-TZVPD.

As for the maximum force: 1.56 eV/Å. Its total charge is +1. The energy above the lowest of the compared OMol25 structures with the same formula, charge and spin comes out at 59.9 kJ/mol. The calculation puts the orbital gap at 0.280 Ha.

Each line ends with the natural charge from an NBO analysis.
CARTESIAN COORDINATES (ANGSTROEM)
Co 1.372 0.358 -1.475  1.287
C 2.533 -0.272 0.528  -0.241
C 2.410 1.059 0.930  -0.160
C 2.974 2.073 0.165  -0.157
C 3.648 1.770 -1.019  -0.179
C 3.773 0.444 -1.428  -0.217
C 3.219 -0.586 -0.657  -0.344
H 2.100 -1.071 1.116  0.255
H 1.875 1.303 1.839  0.242
H 2.864 3.104 0.472  0.260
H 4.041 2.563 -1.640  0.266
H 4.259 0.213 -2.366  0.269
H 3.339 -1.616 -0.969  0.273
O 0.503 2.771 -3.955  -0.866
S 0.068 1.697 -3.147  2.517
O -1.266 1.215 -3.227  -0.910
O 1.096 0.470 -3.221  -0.848
O 0.487 1.901 -1.624  -0.844
O -2.584 -1.062 4.880  -0.701
C -2.775 -0.035 3.945  0.081
N -2.133 -0.338 2.676  -0.624
C -2.837 -0.618 1.550  0.654
O -4.045 -0.614 1.470  -0.571
C -2.022 -0.945 0.320  -0.148
C -2.600 -1.759 -0.651  -0.052
C -1.905 -2.037 -1.808  -0.226
C -0.664 -1.460 -2.000  0.096
N -0.106 -0.673 -1.066  -0.425
C -0.781 -0.405 0.070  0.062
H -3.202 -1.778 4.694  0.479
H -2.320 0.856 4.374  0.183
H -3.826 0.157 3.733  0.207
H -1.156 -0.573 2.710  0.390
H -3.599 -2.139 -0.480  0.267
H -2.321 -2.661 -2.585  0.258
H -0.101 -1.602 -2.909  0.250
H -0.317 0.290 0.755  0.218

---

(2)
A molecular structure, C13H14F16InO3. Source: the Open Molecules 2025 dataset; level of theory: ωB97M-V/def2-TZVPD.

As for the maximum force: 0.59 eV/Å. Its total charge is -1. The calculation puts the orbital gap at 0.218 Ha.

Each line ends with the Mulliken charge.
CARTESIAN COORDINATES (ANGSTROEM)
C -2.017 -4.892 3.104  -0.425
C -3.069 -5.263 3.572  0.118
C -4.327 -5.702 4.130  -1.290
In -5.080 -7.499 2.995  0.828
O -3.391 -8.662 2.700  -0.815
H -1.190 -4.695 2.471  0.481
H -5.078 -4.914 4.054  0.321
H -4.207 -5.997 5.174  0.292
H -5.772 -6.993 1.436  -0.345
H -6.286 -8.370 3.967  -0.363
H -3.596 -9.383 2.097  0.206
C -1.437 -0.901 0.363  -0.764
C -1.716 0.593 0.568  0.882
C -0.633 1.576 0.120  0.281
F 0.504 1.397 0.822  -0.237
F -1.072 2.839 0.343  -0.311
F -2.075 0.849 1.839  -0.279
F -2.785 0.880 -0.241  -0.334
O -0.973 -1.628 1.475  -0.329
C 0.347 -1.786 1.763  0.754
C 0.678 -1.271 3.170  0.218
F 0.374 0.039 3.275  -0.228
F 2.009 -1.416 3.380  -0.268
F 1.155 -1.234 0.833  -0.308
F 0.611 -3.112 1.786  -0.294
H -2.413 -1.334 0.149  0.430
H -0.807 -1.055 -0.514  0.349
H -0.428 1.460 -0.945  0.171
H 0.119 -1.846 3.910  0.273
C 4.221 3.817 -3.032  -0.774
C 3.171 2.924 -2.362  0.968
C 2.109 2.282 -3.261  0.052
F 1.355 3.219 -3.867  -0.232
F 1.301 1.526 -2.481  -0.204
F 2.579 3.569 -1.342  -0.254
F 3.867 1.862 -1.855  -0.339
O 4.017 5.214 -2.960  -0.390
C 3.325 5.911 -3.905  0.807
C 2.135 6.673 -3.300  0.181
F 1.283 5.822 -2.705  -0.199
F 1.485 7.311 -4.301  -0.258
F 2.938 5.143 -4.939  -0.290
F 4.156 6.863 -4.399  -0.309
H 5.126 3.651 -2.449  0.397
H 4.420 3.487 -4.052  0.333
H 2.572 1.642 -4.015  0.254
H 2.495 7.403 -2.573  0.242

---

(3)
A gas-phase ion, C13H14N (charge +1). Source: the Open Molecules 2025 dataset; level of theory: ωB97M-V/def2-TZVPD.

As for the SMILES: C=[N+](c1ccccc1)[C@@H]1C=CC=CC1. As for the maximum force: 3.93 eV/Å. Its total charge is +1. The energy above the lowest of the compared OMol25 structures with the same formula, charge and spin comes out at 268.2 kJ/mol. The calculation puts the orbital gap at 0.330 Ha.

Each line ends with the natural charge from an NBO analysis.
CARTESIAN COORDINATES (ANGSTROEM)
C 0.401 -1.171 1.319  0.058
N -0.081 -0.741 0.252  -0.307
C -1.415 -0.270 0.131  0.069
C -2.274 -0.723 -0.898  -0.201
C -3.511 -0.144 -0.974  -0.188
C -3.891 0.938 -0.169  -0.173
C -3.113 1.225 0.916  -0.180
C -1.888 0.615 1.068  -0.230
C 1.179 -0.251 -0.987  0.047
C 2.193 -1.281 -0.963  -0.268
C 3.262 -1.132 -0.187  -0.132
C 3.361 0.077 0.573  -0.246
C 2.550 1.132 0.503  -0.123
C 1.505 1.149 -0.497  -0.504
H 1.511 -1.494 1.416  0.245
H -0.314 -1.228 2.240  0.227
H -1.796 -1.368 -1.680  0.235
H -4.136 -0.376 -1.818  0.235
H -4.888 1.465 -0.387  0.248
H -3.438 1.988 1.646  0.238
H -1.385 0.805 1.965  0.221
H 0.512 -0.329 -2.000  0.263
H 2.166 -2.180 -1.544  0.241
H 4.046 -1.847 -0.233  0.242
H 4.283 0.022 1.131  0.236
H 2.714 2.031 0.905  0.224
H 0.552 1.508 -0.302  0.252
H 1.893 1.583 -1.425  0.274

---

(4)
A single C13H14N2O3 molecule. Source: the Open Molecules 2025 dataset; level of theory: ωB97M-V/def2-TZVPD.

As for the SMILES: O=C1CCN(O[C@@H]2CCc3ccccc32)C(=O)N1. As for the maximum force: 3.87 eV/Å. Its total charge is 0. The energy above the lowest of the compared OMol25 structures with the same formula, charge and spin comes out at 222.0 kJ/mol. The calculation puts the orbital gap at 0.362 Ha.

Each line ends with the natural charge from an NBO analysis.
CARTESIAN COORDINATES (ANGSTROEM)
O -1.968 -2.012 3.777  -0.593
C -1.666 -1.599 2.644  0.679
C -2.483 -0.582 1.850  -0.507
C -2.448 -0.931 0.377  -0.220
N -1.053 -1.199 -0.002  -0.189
O -0.826 -1.156 -1.429  -0.350
C -0.197 0.075 -1.929  0.051
C 0.975 -0.286 -2.858  -0.404
C 2.292 0.050 -2.091  -0.434
C 1.838 0.977 -1.008  -0.017
C 2.593 1.685 -0.064  -0.203
C 1.973 2.405 0.962  -0.188
C 0.585 2.504 0.937  -0.230
C -0.207 1.841 -0.006  -0.215
C 0.427 1.015 -0.947  0.018
C -0.220 -1.961 0.813  0.760
O 0.810 -2.495 0.446  -0.615
N -0.623 -2.244 2.069  -0.633
H -2.052 0.409 2.015  0.241
H -3.465 -0.550 2.238  0.251
H -3.057 -1.829 0.178  0.196
H -2.886 -0.144 -0.223  0.221
H -0.972 0.640 -2.491  0.185
H 0.913 0.375 -3.741  0.207
H 0.930 -1.283 -3.252  0.234
H 3.063 0.456 -2.755  0.221
H 2.705 -0.896 -1.649  0.236
H 3.672 1.635 -0.081  0.213
H 2.576 2.874 1.708  0.217
H 0.085 3.036 1.771  0.213
H -1.280 1.905 -0.014  0.204
H -0.034 -2.716 2.755  0.448

---

(5)
A single C13H14N2O3S2 molecule. Source: the Open Molecules 2025 dataset; level of theory: ωB97M-V/def2-TZVPD.

As for the SMILES: NC(=O)COC(=O)CCCSc1nc2ccccc2s1. As for the maximum force: 1.11 eV/Å. Its total charge is 0. The energy above the lowest of the compared OMol25 structures with the same formula, charge and spin comes out at 0.0 kJ/mol. The calculation puts the orbital gap at 0.326 Ha.

Each line ends with the natural charge from an NBO analysis.
CARTESIAN COORDINATES (ANGSTROEM)
N 0.462 2.126 1.654  -0.805
C -0.154 2.419 0.494  0.658
O -1.150 3.097 0.407  -0.614
C 0.551 1.904 -0.765  -0.189
O 1.405 0.794 -0.529  -0.532
C 2.726 0.968 -0.683  0.809
O 3.234 2.014 -0.980  -0.584
C 3.505 -0.305 -0.422  -0.517
C 2.751 -1.599 -0.754  -0.426
C 2.349 -2.396 0.481  -0.518
S 1.429 -1.426 1.727  0.295
C -0.113 -1.184 0.979  -0.074
N -0.963 -0.370 1.475  -0.464
C -2.109 -0.306 0.739  0.062
C -3.204 0.510 1.002  -0.175
C -4.280 0.473 0.141  -0.209
C -4.285 -0.363 -0.973  -0.207
C -3.208 -1.182 -1.255  -0.250
C -2.125 -1.146 -0.396  -0.140
S -0.631 -2.032 -0.496  0.326
H -0.027 2.346 2.507  0.406
H 1.151 1.395 1.699  0.400
H 1.138 2.729 -1.188  0.243
H -0.212 1.599 -1.486  0.219
H 3.777 -0.293 0.638  0.238
H 4.431 -0.225 -0.993  0.245
H 1.861 -1.366 -1.339  0.232
H 3.383 -2.248 -1.363  0.221
H 1.738 -3.257 0.212  0.232
H 3.230 -2.739 1.024  0.234
H -3.185 1.160 1.861  0.230
H -5.133 1.106 0.330  0.218
H -5.140 -0.371 -1.631  0.217
H -3.205 -1.829 -2.118  0.219

---

(6)
A single C13H14O2 molecule. Source: the Open Molecules 2025 dataset; level of theory: ωB97M-V/def2-TZVPD.

As for the SMILES: CO[C@]1(C)C(=O)C(C)=C1c1ccccc1. As for the maximum force: 4.04 eV/Å. Its total charge is 0. The energy above the lowest of the compared OMol25 structures with the same formula, charge and spin comes out at 310.7 kJ/mol. The calculation puts the orbital gap at 0.319 Ha.

Each line ends with the natural charge from an NBO analysis.
CARTESIAN COORDINATES (ANGSTROEM)
C 1.740 -1.554 1.600  -0.271
O 1.823 -1.705 0.105  -0.540
C 1.567 -0.615 -0.613  0.189
C 1.591 -1.078 -2.111  -0.629
C 2.425 0.649 -0.232  0.540
O 3.557 0.938 -0.389  -0.536
C 1.234 1.400 0.288  -0.086
C 1.207 2.841 0.775  -0.654
C 0.370 0.361 -0.011  0.038
C -1.036 0.090 -0.069  -0.129
C -1.977 1.135 -0.190  -0.157
C -3.385 0.855 -0.161  -0.206
C -3.779 -0.467 -0.027  -0.199
C -2.854 -1.469 0.272  -0.203
C -1.490 -1.211 0.142  -0.180
H 2.425 -0.744 1.881  0.191
H 1.889 -2.621 1.956  0.220
H 0.770 -1.081 1.778  0.184
H 2.247 -1.923 -2.175  0.233
H 1.890 -0.282 -2.883  0.217
H 0.700 -1.417 -2.482  0.214
H 0.478 2.900 1.529  0.223
H 0.869 3.412 -0.059  0.231
H 2.204 3.058 1.153  0.238
H -1.724 2.151 -0.394  0.210
H -4.143 1.454 -0.530  0.213
H -4.792 -0.591 0.087  0.208
H -3.075 -2.604 0.354  0.223
H -0.731 -1.880 0.407  0.219

---

Which value of orbital gap does entry 1 give?
0.280 Ha

---

Among the records above, which one has the lowest maximum force?
C13H14F16InO3

---

What is the formula in the first record?
C13H14CoN2O6S